Molecular formula: C3H4O2S
Method: DFT, ωB97M-V with the def2-TZVPD basis set

Output
**HOMO**: -0.302 Eh
**Max |F|**: 5.75 eV/A
**E_tot**: -665.33271 Eh
**M**: 104.13 g mol⁻¹
**Multiplicity**: 1

Geometry as XYZ:
```
10
Properties=species:S:1:pos:R:3:mulliken_charge:R:1
C -0.00452 0.15103 0.83774 -0.227
C 0.19946 -0.20114 -1.63788 0.015
C -0.63962 -0.13728 -0.47327 0.408
O -0.19496 -0.45706 -2.75568 -0.545
O -0.75011 0.21057 1.94166 -0.444
S -2.34105 -0.45275 -0.66484 -0.250
H 1.05653 0.33806 0.87176 0.279
H 1.26403 0.01457 -1.43972 0.245
H -0.23333 0.44640 2.72076 0.359
H -2.15996 -0.67605 -1.97368 0.160
```